Entry 1:
{
  "formula": "C17H22N2O4",
  "method": "wB97M-V/def2-TZVPD",
  "symbols": ["O", "O", "O", "O", "N", "N", "C", "C", "C", "C", "C", "C", "C", "C", "C", "C", "C", "C", "C", "C", "C", "C", "C", "H", "H", "H", "H", "H", "H", "H", "H", "H", "H", "H", "H", "H", "H", "H", "H", "H", "H", "H", "H", "H", "H"],
  "positions_angstrom": [[-6.465, -0.595, 0.372], [2.112, -1.711, -1.217], [1.734, 0.508, -1.421], [-5.581, 1.656, -0.525], [3.464, -1.511, -1.546], [5.223, -0.166, -1.151], [5.616, 1.590, 0.563], [-5.171, 2.905, -1.026], [3.669, 0.254, 1.542], [-5.137, -0.555, 0.116], [1.318, -0.598, -1.184], [-3.303, 0.813, -0.654], [-4.251, -1.608, 0.296], [3.980, -1.057, 0.814], [-4.646, 0.681, -0.374], [4.920, 1.083, 1.825], [-0.045, -0.977, -0.832], [-2.908, -1.464, 0.000], [-7.022, -1.788, 0.868], [-2.409, -0.256, -0.479], [-1.018, -0.051, -0.800], [4.269, -0.828, -0.647], [6.200, 0.474, -0.311], [4.909, 2.164, -0.039], [4.637, 1.943, 2.438], [-4.604, -2.555, 0.671], [-0.732, 0.963, -1.054], [-6.588, -2.065, 1.834], [6.711, -0.261, 0.327], [5.625, 0.482, 2.408], [-6.896, -2.615, 0.162], [-8.084, -1.584, 0.995], [-6.074, 3.511, -1.075], [2.969, 0.843, 0.944], [-4.740, 2.816, -2.029], [-2.913, 1.748, -1.024], [3.568, -1.154, -2.493], [-0.200, -2.022, -0.622], [4.861, -1.524, 1.267], [6.429, 2.257, 0.858], [3.143, -1.750, 0.911], [-2.246, -2.301, 0.155], [-4.447, 3.388, -0.361], [6.941, 0.903, -0.993], [3.182, 0.019, 2.493]],
  "smiles": "COc1ccc(/C=C/C(=O)ONC2=NCCCCC2)cc1OC",
  "charge": 0,
  "lumo_ha": -0.0035,
  "e_above_lowest_kj_mol": 413.8,
  "homo_energy_ev": -8.16
}

Entry 2:
{
  "formula": "C31H52N5O6",
  "method": "wB97M-V/def2-TZVPD",
  "symbols": ["O", "O", "O", "O", "O", "O", "N", "N", "N", "N", "N", "C", "C", "C", "C", "C", "C", "C", "C", "C", "C", "C", "C", "C", "C", "C", "C", "C", "C", "C", "C", "C", "C", "C", "C", "C", "C", "C", "C", "C", "C", "C", "H", "H", "H", "H", "H", "H", "H", "H", "H", "H", "H", "H", "H", "H", "H", "H", "H", "H", "H", "H", "H", "H", "H", "H", "H", "H", "H", "H", "H", "H", "H", "H", "H", "H", "H", "H", "H", "H", "H", "H", "H", "H", "H", "H", "H", "H", "H", "H", "H", "H", "H", "H"],
  "positions_angstrom": [[-1.282, 8.156, 1.457], [0.300, -1.748, -0.575], [-2.294, -0.914, -4.510], [7.857, -5.658, -0.274], [1.358, -1.480, 1.372], [3.611, -3.603, 4.464], [-3.021, 9.077, 2.540], [0.384, 3.483, -0.279], [-1.625, -2.910, -5.281], [6.383, -4.593, 1.038], [3.428, -1.502, 3.713], [-3.661, -0.341, -0.285], [-2.170, 4.319, -0.581], [-3.304, 1.089, 0.034], [0.516, 0.949, -2.232], [-4.315, -3.044, -0.776], [5.256, -4.467, 1.949], [0.466, -1.967, 0.731], [-3.864, -2.226, -1.806], [-1.186, 5.233, -0.219], [-2.271, 8.018, 2.168], [-1.260, -3.896, -6.284], [0.104, 4.784, -0.079], [-4.438, -2.506, 0.506], [6.903, -5.721, 0.484], [-0.078, 1.165, -0.836], [1.440, -1.248, -1.299], [-2.078, -1.116, -6.887], [-0.539, 2.568, -0.624], [3.678, -0.078, 3.685], [-2.876, 1.943, -1.168], [3.921, -2.428, 4.579], [-4.111, -1.175, 0.745], [4.859, -1.948, 5.661], [-1.866, 2.985, -0.784], [-0.595, -2.837, 1.317], [-4.216, 9.091, 3.368], [-2.692, 6.646, 2.632], [6.251, -7.035, 0.847], [-2.010, -1.625, -5.469], [-3.543, -0.889, -1.559], [0.910, -0.507, -2.513], [-3.680, 6.393, 2.244], [-3.205, -0.312, -2.404], [-0.919, 0.494, -0.719], [4.126, 0.204, 2.729], [0.918, 5.438, 0.183], [-1.601, -3.188, -4.312], [2.041, -2.094, -1.610], [-2.704, 6.567, 3.719], [5.749, -1.490, 5.226], [5.578, -4.007, 2.881], [-1.428, 6.271, -0.062], [-4.476, 8.088, 3.687], [-2.402, -0.080, -6.867], [-2.679, 9.957, 2.185], [-4.566, -4.069, -0.992], [-5.051, 9.509, 2.806], [2.738, 0.468, 3.799], [-3.753, -2.609, -2.809], [-1.566, -2.410, 1.076], [5.161, -2.802, 6.258], [2.813, -1.889, 3.013], [-0.247, 1.224, -2.959], [1.354, 1.620, -2.419], [-1.099, -1.171, -7.364], [-2.433, 1.352, -1.959], [-0.518, -3.845, 0.928], [-3.748, 2.436, -1.588], [4.489, -3.835, 1.496], [-0.487, -2.814, 2.392], [1.724, -0.486, -3.236], [2.027, -0.565, -0.697], [-1.964, 5.942, 2.244], [-1.327, -3.475, -7.281], [6.776, -7.832, 0.329], [-3.195, 4.636, -0.694], [-1.927, -4.756, -6.221], [-4.183, 1.564, 0.469], [4.364, -1.224, 6.309], [6.867, -3.755, 0.760], [6.312, -7.212, 1.921], [4.823, -5.434, 2.175], [-4.785, -3.145, 1.303], [5.204, -7.044, 0.542], [-2.550, 1.115, 0.820], [-4.221, -0.797, 1.752], [-0.238, -4.237, -6.116], [-2.793, -1.696, -7.471], [0.618, 0.907, -0.038], [4.350, 0.215, 4.484], [1.340, 3.174, -0.161], [0.092, -1.052, -2.973], [-4.048, 9.707, 4.251]],
  "charge": 1,
  "lumo_ha": -0.1331,
  "homo_energy_ev": -10.45
}

Entry 3:
{
  "formula": "C13H18BF10N2O8S3Ta",
  "method": "wB97M-V/def2-TZVPD",
  "symbols": ["Ta", "S", "S", "S", "F", "F", "F", "F", "F", "F", "F", "F", "F", "F", "O", "O", "O", "O", "O", "O", "O", "O", "N", "N", "C", "C", "C", "C", "C", "C", "C", "C", "C", "C", "C", "C", "C", "B", "H", "H", "H", "H", "H", "H", "H", "H", "H", "H", "H", "H", "H", "H", "H", "H", "H", "H"],
  "positions_angstrom": [[0.001, -0.228, 0.519], [2.560, -0.350, -1.753], [0.813, -2.493, -1.783], [-1.523, 0.944, 2.108], [0.809, -3.427, -4.187], [0.685, 0.848, -3.104], [-3.903, -2.014, 1.923], [-2.486, -2.547, 0.237], [2.313, 0.066, -4.309], [-1.131, -3.419, -3.221], [-0.280, -1.566, -3.955], [2.606, 1.863, -3.135], [-2.900, -4.077, 1.883], [-0.439, -1.584, 1.726], [1.915, -1.856, 1.000], [-1.472, 0.413, -0.614], [1.271, 0.553, 2.073], [3.947, -0.143, -1.581], [0.907, -3.749, -1.147], [1.760, 0.174, -0.613], [-0.094, -1.481, -1.150], [0.431, 2.137, 0.204], [-2.581, 1.106, -0.276], [2.172, -1.804, -2.117], [2.011, 0.686, -3.193], [0.101, 2.949, -0.942], [-2.748, 1.451, 1.014], [-4.611, 2.045, -0.960], [2.223, -0.341, 2.776], [1.497, 1.997, 2.261], [2.928, -1.141, 1.722], [-3.468, 1.364, -1.264], [-4.830, 2.442, 0.365], [1.673, -3.145, 1.635], [1.586, 2.611, 0.896], [-3.909, 2.150, 1.345], [-0.019, -2.751, -3.422], [-3.110, -2.901, 1.358], [1.619, -0.959, 3.437], [0.852, -3.623, 1.121], [3.467, -0.498, 1.031], [-5.735, 2.975, 0.623], [2.401, 2.137, 2.844], [1.426, -3.016, 2.688], [-0.260, 3.915, -0.592], [2.490, 2.313, 0.364], [2.887, 0.276, 3.373], [-4.069, 2.432, 2.375], [0.638, 2.373, 2.809], [2.576, -3.743, 1.527], [-5.327, 2.258, -1.740], [3.639, -1.837, 2.166], [-3.187, 0.990, -2.238], [0.979, 3.090, -1.571], [-0.667, 2.437, -1.507], [1.565, 3.700, 0.973]],
  "charge": 2,
  "lumo_ha": -0.2676,
  "e_above_lowest_kj_mol": 41.5,
  "homo_energy_ev": -15.33
}

Entry 4:
{
  "formula": "C22H13BCl2F4MoN4O3STe",
  "method": "wB97M-V/def2-TZVPD",
  "symbols": ["Te", "Mo", "Cl", "Cl", "S", "F", "F", "F", "F", "O", "O", "O", "N", "N", "N", "N", "C", "C", "C", "C", "C", "C", "C", "C", "C", "C", "C", "C", "C", "C", "C", "C", "C", "C", "C", "C", "C", "C", "B", "H", "H", "H", "H", "H", "H", "H", "H", "H", "H", "H", "H", "H"],
  "positions_angstrom": [[-2.889, 1.663, -1.958], [-0.586, -0.299, 0.213], [1.768, -2.123, 6.399], [1.365, -4.914, 4.909], [-2.963, 4.732, -3.313], [1.048, -0.015, -1.185], [2.502, -1.702, -1.760], [2.601, 0.314, -2.858], [3.294, 0.168, -0.673], [0.726, -4.280, 0.050], [-2.145, -0.423, 0.799], [2.068, 1.415, 3.070], [-0.389, 2.515, 0.788], [0.157, -2.136, 0.696], [0.527, 0.152, 1.900], [-1.053, -1.775, -1.744], [0.614, -2.246, 2.028], [-0.698, 4.561, -4.443], [0.810, -1.005, 2.679], [1.152, -3.401, 4.067], [-0.490, -4.008, -2.380], [1.168, -1.000, 4.021], [1.306, 3.761, 1.916], [-0.360, 4.895, 0.645], [0.676, 2.567, 1.580], [-0.921, 3.315, -3.791], [-2.120, 3.237, -3.129], [1.329, -2.192, 4.711], [0.801, -3.432, 2.726], [-1.726, 5.440, -4.277], [-1.708, -1.640, -2.896], [-1.173, -3.863, -3.572], [1.170, 1.299, 2.241], [-0.461, -2.946, -1.488], [-1.802, -2.658, -3.831], [0.783, 4.943, 1.428], [0.222, -3.181, -0.157], [-0.910, 3.659, 0.348], [2.437, -0.321, -1.639], [-1.810, 6.445, -4.660], [-0.214, 2.496, -3.788], [-0.817, 5.795, 0.255], [-2.352, -2.488, -4.747], [0.027, -4.915, -2.104], [2.177, 3.724, 2.553], [1.254, 5.891, 1.662], [1.332, -0.067, 4.532], [-1.213, -4.676, -4.287], [-1.799, 3.558, -0.264], [0.681, -4.375, 2.221], [0.197, 4.791, -5.006], [-2.156, -0.667, -3.067]],
  "charge": -2,
  "lumo_ha": 0.1516,
  "e_above_lowest_kj_mol": 171.4,
  "homo_energy_ev": -1.28
}

Entry 5:
{
  "formula": "C4H12N2O2",
  "method": "wB97M-V/def2-TZVPD",
  "symbols": ["O", "O", "N", "N", "C", "C", "C", "C", "H", "H", "H", "H", "H", "H", "H", "H", "H", "H", "H", "H"],
  "positions_angstrom": [[1.169, -0.061, -2.417], [-0.217, -1.491, 1.642], [0.891, -0.212, -1.022], [-0.797, -1.733, 0.330], [2.089, -0.021, -0.212], [-1.827, -0.691, 0.086], [-1.052, 0.513, -0.273], [-0.577, 1.418, 0.796], [2.920, -0.615, -0.603], [-1.447, 1.916, 1.244], [-1.125, 0.905, -1.280], [-0.118, 0.830, 1.597], [0.470, -1.150, -0.845], [1.087, 0.889, -2.578], [1.847, -0.349, 0.798], [-2.438, -1.049, -0.745], [-2.482, -0.522, 0.959], [0.117, 2.181, 0.442], [2.375, 1.034, -0.200], [-0.883, -1.791, 2.281]],
  "charge": 0,
  "lumo_ha": [0.0036, 0.0084],
  "e_above_lowest_kj_mol": 810.9,
  "homo_energy_ev": [-6.63, -6.99]
}

Entry 6:
{
  "formula": "C10H11AuCl6Y",
  "method": "wB97M-V/def2-TZVPD",
  "symbols": ["Au", "Y", "Cl", "Cl", "Cl", "Cl", "Cl", "Cl", "C", "C", "C", "C", "C", "C", "C", "C", "C", "C", "H", "H", "H", "H", "H", "H", "H", "H", "H", "H", "H"],
  "positions_angstrom": [[0.134, 0.485, 0.046], [-1.378, 0.872, -2.669], [4.514, -3.546, 3.020], [3.183, -4.401, 0.318], [0.080, -0.237, -4.356], [1.512, 0.902, 3.116], [1.132, -2.442, -1.055], [3.660, -0.880, 4.428], [2.975, -1.334, 2.917], [1.507, -0.790, 1.008], [-1.764, 0.716, 0.791], [1.532, 1.396, -1.185], [1.845, -2.010, 0.439], [3.347, -2.538, 2.302], [2.736, -2.923, 1.062], [-3.161, 0.071, -4.048], [2.018, -0.487, 2.266], [-1.577, 2.702, -4.149], [1.165, 2.239, -1.788], [-0.869, 2.386, -4.968], [-1.290, 3.720, -3.812], [2.275, 1.856, -0.525], [-2.532, 2.816, -4.683], [-1.975, -0.229, 1.401], [-1.805, 1.527, 1.577], [-2.509, -0.389, -4.855], [-3.852, -0.713, -3.676], [1.986, 0.633, -1.823], [-3.792, 0.766, -4.618]],
  "multiplicity": 3,
  "charge": -1,
  "lumo_ha": [0.0865, 0.0375],
  "e_above_lowest_kj_mol": 25.2,
  "homo_energy_ev": [-4.63, -5.12]
}

E, record by record: -1071.383969; -1937.534824; -3492.376352; -3370.467860; -419.339631; -3322.722694 Eh